DFT (ωB97M-V/def2-TZVPD) results for a structure of composition C52H43N4O2P2Se2SiTe2Tl.

Element x y z (Å)
Tl (-0.102, 0.556, 0.966)
C (3.378, 0.495, -0.483)
Si (1.830, 0.075, -1.549)
C (1.887, 1.506, -2.855)
C (2.862, 1.561, -3.855)
C (3.048, 2.691, -4.633)
C (2.250, 3.811, -4.436)
C (1.249, 3.771, -3.483)
C (1.053, 2.627, -2.707)
P (-0.242, 2.629, -1.406)
C (0.241, 4.182, -0.561)
C (1.513, 4.182, 0.016)
C (1.963, 5.278, 0.731)
C (1.136, 6.378, 0.902)
C (-0.142, 6.370, 0.366)
C (-0.588, 5.283, -0.372)
C (-1.764, 3.134, -2.293)
C (-1.913, 3.194, -3.677)
C (-3.156, 3.467, -4.233)
C (-4.262, 3.668, -3.424)
C (-4.133, 3.570, -2.045)
C (-2.896, 3.300, -1.488)
C (2.442, -1.597, -2.372)
C (3.666, -1.670, -3.047)
C (4.098, -2.829, -3.668)
C (3.322, -3.972, -3.621)
C (2.127, -3.956, -2.930)
C (1.686, -2.794, -2.294)
P (0.027, -2.737, -1.530)
C (-0.879, -3.048, -3.119)
C (-0.504, -2.234, -4.196)
C (-1.171, -2.292, -5.406)
C (-2.269, -3.128, -5.556)
C (-2.672, -3.915, -4.491)
C (-1.974, -3.891, -3.291)
C (-0.074, -4.377, -0.704)
C (1.076, -5.018, -0.233)
C (0.988, -6.125, 0.594)
C (-0.251, -6.619, 0.975)
C (-1.401, -5.973, 0.548)
C (-1.311, -4.852, -0.261)
H (4.218, 0.793, -1.117)
H (3.196, 1.292, 0.237)
H (3.675, -0.385, 0.087)
H (3.506, 0.707, -4.019)
H (3.832, 2.713, -5.381)
H (2.415, 4.709, -5.018)
H (0.622, 4.641, -3.320)
H (2.151, 3.314, -0.101)
H (2.953, 5.271, 1.169)
H (1.483, 7.240, 1.460)
H (-0.801, 7.216, 0.519)
H (-1.579, 5.293, -0.802)
H (-1.065, 3.015, -4.326)
H (-3.263, 3.512, -5.311)
H (-5.230, 3.865, -3.866)
H (-4.998, 3.685, -1.406)
H (-2.797, 3.192, -0.412)
H (4.303, -0.794, -3.092)
H (5.038, -2.838, -4.209)
H (3.641, -4.871, -4.134)
H (1.511, -4.847, -2.899)
H (0.329, -1.552, -4.079)
H (-0.843, -1.671, -6.231)
H (-2.799, -3.171, -6.498)
H (-3.546, -4.547, -4.582)
H (-2.291, -4.552, -2.499)
H (2.046, -4.636, -0.518)
H (1.895, -6.604, 0.946)
H (-0.318, -7.490, 1.614)
H (-2.374, -6.331, 0.860)
H (-2.216, -4.327, -0.527)
Se (-2.152, 2.474, 2.167)
Te (-0.214, 3.407, 3.423)
Te (0.852, 1.007, 4.123)
Se (3.295, 1.255, 3.844)
O (-7.603, -2.296, 0.268)
N (-6.675, -1.882, -0.478)
O (-6.855, -1.760, -1.721)
C (-5.445, -1.590, 0.100)
C (-5.279, -1.928, 1.448)
C (-4.059, -1.776, 2.110)
C (-3.862, -2.184, 3.455)
C (-2.619, -2.077, 4.014)
C (-1.566, -1.593, 3.231)
N (-1.721, -1.165, 1.991)
C (-2.935, -1.234, 1.425)
C (-3.103, -0.809, 0.047)
N (-2.023, -0.306, -0.573)
C (-2.116, 0.062, -1.837)
C (-3.301, 0.009, -2.553)
C (-4.422, -0.506, -1.943)
C (-4.349, -0.980, -0.621)
H (-6.130, -2.325, 1.979)
H (-4.698, -2.601, 4.004)
H (-2.425, -2.384, 5.033)
H (-0.555, -1.581, 3.619)
H (-1.191, 0.383, -2.303)
H (-3.342, 0.379, -3.569)
H (-5.355, -0.576, -2.475)
C (4.190, -2.688, 2.614)
C (2.748, -2.422, 3.055)
C (1.934, -2.040, 1.923)
N (1.308, -1.734, 1.007)
H (4.765, -3.069, 3.456)
H (4.645, -1.758, 2.277)
H (4.218, -3.415, 1.803)
H (2.731, -1.595, 3.774)
H (2.297, -3.310, 3.505)

## Properties
Net charge = -2
Relative energy (zero: lowest compared OMol25 entry of this formula, charge and spin) = 0.0 kcal per mole
Largest force on an atom = 0.90 eV Å⁻¹
Orbital gap (spin up / spin down) = 4.21 / 4.91 eV
E_LUMO (spin up / spin down) = 3.24 / 3.78 eV
Molar mass = 1463.48 g mol⁻¹
Highest occupied orbital energy (spin up / spin down) = -0.0357 / -0.0416 Ha

Here are the Löwdin charges for atoms 1 to 2, given in e: Tl 0.2756; C -0.2245